The following is a DFT calculation (the ωB97M-V functional and the def2-TZVPD basis) of a molecular structure, C55H76F3I2N6O2PV.

```
146
Properties=species:S:1:pos:R:3
I -5.596 3.304 4.906
I 0.204 1.566 5.274
V 0.200 -0.145 1.199
P 2.541 -2.246 2.071
F 4.644 4.959 0.150
F 5.227 3.640 -1.454
F 5.780 3.172 0.581
O -3.828 -2.157 0.331
O -0.679 0.506 2.370
N -0.874 3.637 1.509
N -1.848 1.351 -0.003
N -0.484 1.812 -2.870
N 1.398 -1.327 1.384
N 1.381 1.244 0.605
N -0.899 -0.858 -2.680
C 1.677 2.292 1.378
C 3.335 0.102 3.439
C -2.100 6.119 1.227
C -1.805 3.338 -4.153
C 4.569 -0.453 1.359
C 2.733 3.142 1.120
C -2.766 -4.551 -3.274
C 2.386 -4.716 0.639
C -2.872 1.253 2.209
C -1.451 -2.118 -2.887
C -1.385 5.712 -4.048
C -2.089 4.633 -4.553
C 5.066 -1.663 3.472
C -0.752 3.128 -3.242
C 3.202 1.830 -0.828
C 1.000 -2.037 4.364
C -2.229 2.722 -0.344
C 0.127 -0.441 -3.315
C 2.101 1.058 -0.509
C 0.527 -4.015 3.014
C -1.502 -3.068 -1.857
C 1.151 1.468 -4.647
C 3.159 -2.712 -0.625
C 3.233 -3.445 0.720
C -0.411 5.504 -3.084
C 1.665 -3.131 3.530
C -1.674 1.112 2.948
C 3.540 2.879 0.018
C 4.664 -3.904 0.988
C -3.814 -3.082 1.396
C -0.092 4.224 -2.665
C -1.822 3.822 0.601
C -2.966 -2.520 2.528
C -4.756 -2.486 -0.689
C -2.115 -1.431 -5.267
C -2.733 -3.605 -4.278
C -0.784 -2.831 -0.565
C 1.079 -1.362 -4.022
C -1.118 5.924 2.187
C -1.627 1.658 4.238
C -2.604 2.188 -4.683
C 2.631 -3.938 4.386
C -4.755 -1.398 -1.751
C 0.953 3.999 -1.618
C -3.958 1.883 2.778
C 0.273 1.021 -3.514
C -2.084 -2.390 -4.117
C 3.956 -1.042 2.632
C -2.721 2.278 4.806
C 4.802 3.681 -0.190
C -2.150 -4.276 -2.065
C -2.898 0.724 0.804
C -0.538 4.672 2.277
C -3.897 2.378 4.076
C -2.450 5.055 0.422
H 2.365 0.400 3.038
H 2.113 -1.102 -3.805
H 3.794 -0.190 0.645
H -2.749 -0.362 0.806
H 1.718 -1.371 4.827
H 0.315 -1.453 3.738
H -2.113 1.754 -5.553
H 1.043 2.436 2.238
H 0.745 1.119 -5.596
H -2.873 4.788 -5.278
H -3.208 -3.806 -5.226
H -1.615 -0.494 -5.054
H -4.475 -3.449 -1.138
H -3.743 -1.194 -2.089
H 3.222 -0.166 4.485
H 3.797 1.616 -1.701
H -4.838 -3.262 1.755
H 5.615 -2.443 2.958
H 0.119 6.343 -2.659
H -2.723 1.409 -3.933
H 1.186 2.554 -4.677
H 5.125 0.447 1.617
H 2.534 -5.340 1.516
H -5.344 -1.727 -2.602
H -3.408 -4.045 1.052
H 3.130 -3.439 -1.434
H 4.764 -4.359 1.968
H 1.332 -4.501 0.509
H -5.188 -0.481 -1.364
H -1.969 -2.232 2.173
H -3.587 2.528 -4.996
H -0.935 -1.792 -0.205
H 0.253 4.494 2.996
H -3.195 5.167 -0.349
H 0.288 -2.987 -0.702
H -1.803 2.978 -1.314
H 2.262 -2.093 -0.680
H -1.643 -1.886 -6.136
H -3.445 -1.641 2.955
H -2.152 -5.017 -1.279
H 5.778 -0.871 3.701
H -1.607 6.707 -4.394
H -5.761 -2.587 -0.254
H 2.162 1.080 -4.554
H 1.884 3.673 -2.079
H 0.862 -4.982 2.658
H 2.069 -4.645 4.993
H -1.765 0.847 -0.889
H 2.721 -5.296 -0.220
H -3.147 -1.209 -5.536
H 0.945 -1.321 -5.101
H -3.899 0.914 0.390
H -0.022 -3.499 2.227
H 0.428 -2.504 5.164
H 3.183 -3.299 5.069
H 4.011 0.955 3.416
H 1.144 4.914 -1.066
H -2.576 7.078 1.106
H 4.704 -2.054 4.415
H 1.779 0.247 -1.155
H -2.863 -3.269 3.307
H 4.025 -2.079 -0.789
H -2.666 2.674 5.809
H 0.895 -2.387 -3.704
H -0.158 -4.202 3.840
H 2.941 3.977 1.769
H -4.870 1.993 2.212
H 3.343 -4.504 3.793
H 5.398 -3.113 0.890
H -3.263 -5.495 -3.430
H -0.805 6.725 2.836
H -1.143 -3.533 0.186
H 4.914 -4.663 0.248
H -3.323 2.789 -0.460
H 0.621 3.230 -0.923
H 5.272 -1.130 0.886
```

Output
Largest force on an atom: 5.12 eV/Å
LUMO (spin up / spin down): -0.228 / -0.223 hartree
⟨S²⟩: 0.77
E_HOMO (spin up / spin down): -12.35 / -12.35 eV
Energy relative to the best compared isomer or geometry (same formula, charge and spin): 1.4305 eV
Spin multiplicity: 2
Total charge: +2
Gap between HOMO and LUMO (spin up / spin down): 6.14 / 6.28 eV